(1)
Molecular formula: C5H10HgO5
Method: DFT, ωB97M-V with the def2-TZVPD basis set

Structure (XYZ):
```
21
Properties=species:S:1:pos:R:3
C -0.82716 -0.12366 0.85224
C -1.85954 -1.05165 0.37114
O -1.85140 -1.09156 -1.10292
C -2.73030 -1.85391 -1.69219
O -3.49652 -2.63174 -1.04048
O -2.93136 -1.70389 -2.93877
O 0.33258 -0.68031 1.25708
Hg -4.23617 -3.11203 -2.73430
H -1.07481 0.88823 1.18023
H -2.85516 -0.72298 0.69097
H -1.69414 -2.08146 0.71340
H 1.01397 0.00676 1.44339
H 1.12599 1.09160 -0.60696
C 2.02579 1.83684 -0.54748
C 2.93597 1.50281 0.60946
O 2.13447 1.09812 1.71948
H 2.58401 1.83802 -1.49143
H 1.54431 2.81095 -0.38863
H 3.53415 2.38229 0.89589
H 3.63145 0.69420 0.33314
H 2.69387 0.90338 2.47674
```

Computed properties:
- HOMO (alpha / beta): -10.2 / -14.1 eV
- Charge: +1
- Spin multiplicity: 2

=====

(2)
Molecular formula: C33H46BIN3O9P2Ru
Method: DFT, ωB97M-V with the def2-TZVPD basis set

Structure (XYZ):
```
96
Properties=species:S:1:pos:R:3
Ru -1.81830 0.36052 0.61178
C -5.33769 -2.69006 0.88376
C -4.36069 -1.62050 0.51849
N -3.38399 -1.24955 1.25633
N -3.17620 -1.84980 2.46359
C -2.11188 -1.33263 3.03571
O -1.37338 -0.41343 2.53313
C -1.71000 -1.86430 4.36578
C -2.29783 -3.00972 4.89721
C -1.89201 -3.48769 6.13276
C -0.90155 -2.82423 6.84717
C -0.31890 -1.67930 6.32249
C -0.72017 -1.20117 5.08376
C -4.47918 -0.91074 -0.77274
C -5.49633 -1.17436 -1.68280
C -5.53492 -0.46459 -2.87064
C -4.56295 0.48918 -3.12563
C -3.58003 0.69443 -2.17277
N -3.54486 0.00778 -1.03631
H -5.07412 -3.10929 1.84846
H -5.33584 -3.48234 0.13120
H -6.34886 -2.27971 0.93398
H -3.06846 -3.51317 4.33063
H -2.34942 -4.37945 6.54249
H -0.58466 -3.20115 7.81153
H 0.44957 -1.15764 6.87870
H -0.27736 -0.30974 4.65556
H -6.24666 -1.91888 -1.45715
H -6.31811 -0.65557 -3.59312
H -4.56316 1.06438 -4.04080
H -2.79076 1.42522 -2.30411
C 1.70493 -3.12037 0.46307
C 1.61141 -1.87962 1.31979
C 2.03154 -2.08915 2.75647
O 2.50007 -0.87351 0.71637
P 2.03130 0.62952 0.58059
O 0.88109 1.04321 1.39599
C 1.73959 0.90760 -1.18330
P 0.53448 2.21199 -1.46752
O -0.76336 1.85592 -0.85694
O 0.42087 2.33101 -3.03277
C 1.04624 3.24205 -3.97901
C 0.43488 4.62596 -3.88877
C 2.55757 3.23684 -3.84585
O 1.18278 3.57178 -1.03126
C 1.24653 4.16710 0.31411
C 2.24368 5.29594 0.18761
C -0.12493 4.61454 0.75551
O 3.34018 1.45122 0.92027
C 4.63998 1.09755 0.37810
C 5.22388 2.34393 -0.25359
C 5.48125 0.54272 1.50554
H 1.05237 -3.89546 0.86833
H 2.73054 -3.49590 0.45583
H 1.39790 -2.91854 -0.56356
H 0.59658 -1.47842 1.30242
H 3.05898 -2.45795 2.79928
H 1.37407 -2.81830 3.23070
H 1.95782 -1.15211 3.30955
H 1.27643 0.00709 -1.59511
H 2.66335 1.10976 -1.72816
H 0.77525 2.79823 -4.93670
H 0.72548 5.12242 -2.96517
H -0.65266 4.56319 -3.92776
H 0.77672 5.22659 -4.73350
H 2.86770 3.68705 -2.90214
H 2.99256 3.81571 -4.66180
H 2.94833 2.21997 -3.90982
H 1.63156 3.40365 0.99049
H 1.87073 6.06113 -0.49588
H 3.20270 4.92939 -0.18093
H 2.40098 5.75301 1.16501
H -0.57864 5.26249 0.00351
H -0.03412 5.17439 1.68787
H -0.78332 3.76792 0.92876
H 4.50390 0.32268 -0.38196
H 5.33797 3.12298 0.50205
H 4.56818 2.72086 -1.04058
H 6.20124 2.13069 -0.68826
H 5.60247 1.29569 2.28593
H 6.46735 0.26182 1.13259
H 5.00471 -0.33737 1.93548
I -3.49305 2.47013 1.27610
O -0.54424 -1.20124 -2.10437
B -1.13487 -1.30869 -0.82637
O -1.50826 -2.65313 -0.63351
C -1.14773 -3.33671 -1.76736
C -1.28783 -4.67605 -2.04994
C -0.79769 -5.11100 -3.28201
C -0.19537 -4.23045 -4.17410
C -0.06452 -2.87345 -3.87552
C -0.55499 -2.46101 -2.65810
H -1.74985 -5.35329 -1.34397
H -0.88396 -6.15689 -3.54662
H 0.17438 -4.60327 -5.12022
H 0.39550 -2.17636 -4.56334
```

Computed properties:
- HOMO (alpha / beta): -6.2 / -7.6 eV
- Spin multiplicity: 6

=====

(3)
Molecular formula: C2H2F3NO2
Method: DFT, ωB97M-V with the def2-TZVPD basis set

Structure (XYZ):
```
10
Properties=species:S:1:pos:R:3
C -0.83329 0.28263 0.08072
C 0.91666 -0.16054 -1.07343
N -0.50375 -0.03165 1.43705
O -0.31812 -1.19471 1.70827
O -0.45795 0.90106 2.20743
F 1.94147 0.36961 -0.44588
F 1.01375 -1.46544 -1.14792
F 0.73326 0.38764 -2.25198
H -1.49811 -0.42312 -0.39828
H -0.99393 1.33452 -0.11598
```

Computed properties:
- HOMO: -11.1 eV

=====

(4)
Molecular formula: C4H4ClIO
Method: DFT, ωB97M-V with the def2-TZVPD basis set

Structure (XYZ):
```
11
Properties=species:S:1:pos:R:3
C -0.36554 -1.21871 -0.27558
C 0.09584 0.10643 0.14552
C 1.32600 0.62094 0.27205
I 3.03279 -0.64165 0.04414
C -1.19347 1.10580 0.10935
O -2.24824 0.74638 -0.26310
Cl -0.66418 2.60726 0.72518
H 0.46213 -1.87001 -0.75957
H -0.82919 -1.87178 0.42145
H -1.29909 -1.15540 -0.83427
H 1.68295 1.57074 0.41482
```

Computed properties:
- SMILES string: C/C(=C\I)C(=O)Cl
- HOMO: -9.4 eV

=====

(5)
Molecular formula: C2H3F3
Method: DFT, ωB97M-V with the def2-TZVPD basis set

Structure (XYZ):
```
8
Properties=species:S:1:pos:R:3
F 0.02518 1.74648 0.03604
C 0.63596 0.49096 -0.03460
C -0.46467 -0.47292 0.08145
F -1.25092 -0.43534 -1.02610
F -1.33763 -0.38152 1.03986
H 1.05650 0.18320 -0.98030
H 1.40876 0.35057 0.70681
H -0.07318 -1.48144 0.17683
```

Computed properties:
- SMILES string: FCC(F)F
- HOMO: -12.2 eV

=====

Energy (eV)
-19746.785 -87809.025 -15839.387 -26882.002 -10274.445
Energy relative to the best compared isomer or geometry (same formula, charge and spin) (kcal/mol)
5.41 25.94 116.72 7.90 29.62